No. 1
C3H7N3O in the gas phase. Source: the Open Molecules 2025 dataset; level of theory: ωB97M-V with the def2-TZVPD basis set.

```
14
Properties=species:S:1:pos:R:3:forces:R:3:lowdin_charge:R:1
H 2.31241 -0.04489 -0.95602 0.090 2.380 -1.845 0.146
H -1.79754 -1.35177 2.15873 0.193 -0.443 -0.783 0.058
C -1.19387 -1.21928 1.23934 0.225 -1.157 0.977 0.007
O 0.07802 1.92327 0.15413 -2.603 1.501 -1.383 -0.152
C 0.64708 -0.07794 -0.82515 -2.794 -2.154 -1.069 -0.586
H -0.04312 2.74472 -0.52766 -0.115 -3.506 1.847 0.175
N 0.87565 -1.30554 -1.22743 -3.404 -0.501 1.967 0.088
N -0.55762 0.58179 -0.37231 1.382 1.389 1.771 0.007
H 0.03430 -1.97897 -1.01251 1.959 1.910 -0.760 0.068
H 1.90184 1.32595 -0.31790 -0.424 1.098 0.417 0.071
H -2.01750 0.73188 1.07684 -0.994 1.088 1.131 0.082
N 1.62013 0.79926 -1.11506 5.021 -2.819 0.398 0.079
C -1.28153 0.04665 0.82462 2.643 -1.571 -3.322 -0.141
H -0.57824 -2.17513 0.90038 -1.178 2.783 0.653 0.099
```
Positions in Å, forces in eV/Å.

Computed properties:
- orbital gap (eV) = 9.82

***

No. 2
C3H7N3O in the gas phase. Source: the Open Molecules 2025 dataset; level of theory: ωB97M-V with the def2-TZVPD basis set.

```
14
Properties=species:S:1:pos:R:3:forces:R:3:lowdin_charge:R:1
H 2.78681 1.82001 -1.67168 -0.312 -0.188 -0.197 0.071
H 0.22852 -2.23295 -1.12514 0.050 0.014 0.053 0.083
O 1.15176 0.08449 -0.69399 0.914 1.136 -0.067 -0.051
N -0.70592 0.50630 0.45305 0.091 -0.530 -0.321 -0.086
H -1.68454 -0.21879 2.04606 0.020 0.182 -0.111 0.082
H -2.52924 0.86020 1.12872 0.272 -0.032 0.058 0.074
N 2.06974 2.33402 -1.16729 0.605 0.356 0.633 0.113
H 0.39919 -2.33136 0.63159 -0.037 0.016 -0.045 0.089
H 0.20429 1.70620 0.16653 1.985 0.810 -0.705 0.126
H -1.21185 -2.11018 -0.08559 -0.006 0.121 0.086 0.071
C 1.27535 1.72681 -0.46989 -2.380 -1.948 -0.123 -0.110
C 0.05284 -0.37250 -0.12826 -0.829 0.657 0.827 -0.463
N -1.87832 0.08405 1.09492 -0.444 -0.730 0.031 0.000
C -0.15865 -1.85629 -0.17903 0.071 0.134 -0.121 0.003
```
Positions in Å, forces in eV/Å.

Computed properties:
- orbital gap (eV) = 9.36

***

No. 3
A molecular structure, C3H7N3O. Source: the Open Molecules 2025 dataset; level of theory: ωB97M-V with the def2-TZVPD basis set.

```
14
Properties=species:S:1:pos:R:3:forces:R:3:lowdin_charge:R:1
O 1.37722 0.50975 0.27374 -0.260 0.883 -0.251 0.013
H -1.00543 -0.51492 2.02244 -0.138 0.455 -0.397 0.112
N -0.06609 -0.18030 1.81660 -0.041 -0.048 -0.177 0.081
N -0.78045 0.87798 -0.29911 0.102 0.138 0.312 0.035
H -1.75760 0.80895 -0.06910 0.158 -0.186 0.069 0.135
N 0.13994 -1.88884 0.36506 0.473 -0.476 0.208 0.111
H -0.63656 0.45389 -2.38936 -0.020 0.102 0.312 0.086
C -0.38613 1.23511 -1.65670 -0.014 0.160 -0.063 -0.066
H 0.75012 -2.41131 -0.24211 0.292 -1.049 0.406 0.060
H 1.65164 -1.53148 1.86330 -0.232 -0.065 -0.320 0.128
H -0.85723 2.17270 -1.96138 0.021 -0.101 0.047 0.080
C 0.69059 -1.35365 1.37036 -0.537 -0.960 -0.199 -0.254
H 0.69759 1.36516 -1.64751 -0.239 0.021 -0.053 0.080
C 0.18239 0.45696 0.55377 0.436 1.128 0.107 -0.601
```
Positions in Å, forces in eV/Å.

Computed properties:
- orbital gap (eV) = 10.73

***

No. 4
C3H7N3O in the gas phase. Source: the Open Molecules 2025 dataset; level of theory: ωB97M-V with the def2-TZVPD basis set.

```
14
Properties=species:S:1:pos:R:3:forces:R:3:lowdin_charge:R:1
N 0.35441 0.37724 -0.60690 -0.521 -1.372 3.549 -0.124
H 1.41895 0.22414 -2.26916 -0.016 0.188 0.513 0.069
C 0.75632 -0.88106 -0.31026 -2.145 -1.174 0.902 -0.368
H -2.38504 0.92449 1.21650 0.305 0.011 0.027 0.101
H -1.51647 -0.21664 2.28179 -0.079 0.158 -0.019 0.096
H 1.20893 -2.69265 -0.74321 0.021 0.359 -0.079 0.033
H 1.42508 1.77002 -1.52947 0.253 -0.308 -0.129 0.080
N 0.88915 0.94110 -1.76847 -0.714 1.579 -0.490 0.045
H 0.46197 -0.99396 0.80188 0.979 -1.205 -1.443 0.125
N 1.05696 -1.78034 -1.17670 0.763 0.430 0.770 0.067
H -1.82560 -0.64983 0.59563 0.113 0.193 0.050 0.086
C -1.58751 0.17791 1.26516 0.222 -1.084 0.031 -0.016
O 0.04212 1.93879 1.33125 -0.240 -2.453 -0.231 0.113
C -0.29927 0.86079 0.91196 1.060 4.679 -3.450 -0.308
```
Positions in Å, forces in eV/Å.

Computed properties:
- orbital gap (eV) = 8.12

***

No. 5
2 unconnected molecules or ions with the total composition C3H7N3O. Source: the Open Molecules 2025 dataset; level of theory: ωB97M-V with the def2-TZVPD basis set.

```
14
Properties=species:S:1:pos:R:3:forces:R:3:lowdin_charge:R:1
N 0.06322 1.82363 0.11624 0.398 0.041 0.383 0.036
H 2.69604 0.76685 1.40170 -0.204 0.061 0.019 0.072
H -1.50792 -0.19494 -1.84576 0.167 -0.031 0.104 0.024
H -1.81546 -1.28448 0.73366 0.102 0.062 -0.018 0.098
H -0.34767 2.69762 -0.19688 0.097 -0.090 -0.069 0.077
N -1.08758 0.69849 -1.62757 -0.284 0.134 0.185 0.110
O 2.31594 0.84992 0.51767 -0.707 -0.641 -0.366 -0.073
H 1.43057 1.51527 0.46457 -0.350 -0.210 0.056 0.037
C -0.93272 -1.69519 0.24347 0.277 -0.194 0.012 -0.018
N 1.25301 -0.81108 0.56423 0.641 0.289 0.351 0.284
H -0.56593 -2.55658 0.79548 -0.023 -0.014 -0.033 0.080
H -1.20293 -2.00236 -0.76725 0.044 0.025 0.053 0.082
C -0.42122 0.80727 -0.55024 0.527 -0.688 -0.215 -0.521
C 0.12265 -0.61442 0.15069 -0.687 1.257 -0.460 -0.287
```
Positions in Å, forces in eV/Å.

Computed properties:
- orbital gap (spin up / spin down) (eV) = 7.22 / 7.21

***

No. 6
C3H7N3O2 in the gas phase. Source: the Open Molecules 2025 dataset; level of theory: ωB97M-V with the def2-TZVPD basis set.

```
15
Properties=species:S:1:pos:R:3:forces:R:3:lowdin_charge:R:1
N -0.19752 1.49127 -1.07625 -0.477 0.727 -0.206 0.079
H 1.99290 -1.58266 1.23977 -0.136 -0.351 -0.429 0.114
H 0.32200 2.13786 -0.49480 -0.028 -0.048 -0.118 0.088
H -0.84482 -0.41700 -2.40029 0.004 -0.154 0.075 0.081
O -1.32920 -0.43217 2.00580 0.987 0.988 -0.344 0.067
H -1.16894 1.78456 -1.13488 0.097 0.153 0.064 0.084
C -0.70361 0.51914 1.62638 1.083 -0.614 1.222 -0.213
O 0.87456 0.58103 1.47286 -1.740 -0.035 0.625 -0.016
N -0.47336 -0.82096 -1.55008 -0.060 -0.149 -0.040 0.096
C 0.83108 -0.18448 0.36402 -1.192 -0.089 -1.493 -0.452
N 1.43339 -1.39702 0.42029 -0.282 0.230 0.082 0.173
H -0.96333 1.57786 1.72984 -0.258 -0.145 -0.561 0.143
C -0.07885 0.16728 -0.63045 1.580 -0.482 0.873 -0.437
H -1.10521 -1.49662 -1.13153 -0.029 0.081 -0.189 0.093
H 1.41090 -1.92810 -0.44068 0.449 -0.111 0.438 0.100
```
Positions in Å, forces in eV/Å.

Computed properties:
- orbital gap (eV) = 7.61

***

No. 7
2 unconnected molecules or ions with the total composition C3H7N3O2. Source: the Open Molecules 2025 dataset; level of theory: ωB97M-V with the def2-TZVPD basis set.

```
15
Properties=species:S:1:pos:R:3:forces:R:3:lowdin_charge:R:1
O 2.25981 0.93075 -0.03187 0.607 0.284 -0.198 -0.144
C -0.78414 -0.20491 1.59686 -0.040 0.063 0.089 -0.044
H -1.75705 -0.35376 1.13558 -0.015 -0.087 -0.050 0.077
H -0.37957 -1.17935 1.85765 0.005 -0.122 0.018 0.089
H 1.18482 0.96551 -1.55064 -0.219 -0.092 0.006 0.062
N 0.33578 0.61679 -2.01753 0.719 0.655 -0.450 0.109
C -0.38369 -0.23294 -1.25978 -0.493 -0.725 -1.698 -0.213
C 0.12302 0.53887 0.67729 0.126 0.209 1.513 -0.192
H -0.20501 1.50081 0.30217 0.243 -0.040 -0.213 0.149
N 1.40350 0.30538 0.67812 -0.488 -0.185 0.091 -0.148
N -1.18344 -1.10447 -1.29445 0.513 0.809 1.092 -0.081
H -0.94269 0.36476 2.51589 0.039 0.006 -0.031 0.087
H 1.74585 -0.52582 1.17976 -0.168 0.201 -0.100 0.180
O -1.95457 -1.91947 -0.83153 -0.707 -0.899 -0.193 -0.039
H 0.53737 0.29785 -2.95751 -0.122 -0.077 0.125 0.110
```
Positions in Å, forces in eV/Å.

Computed properties:
- orbital gap (eV) = 7.83

***

No. 8
C3H7N3O2 in the gas phase. Source: the Open Molecules 2025 dataset; level of theory: ωB97M-V with the def2-TZVPD basis set.

```
15
Properties=species:S:1:pos:R:3:forces:R:3:lowdin_charge:R:1
H -1.85826 -1.20735 -1.75886 -0.056 -0.165 0.064 0.122
O 0.96734 0.96122 -0.15983 -0.392 0.278 1.272 -0.253
N -1.27724 -1.27941 -0.93367 -0.521 1.368 0.351 0.207
H 2.19533 1.24700 2.05713 0.065 -0.485 -0.157 0.057
H 1.66655 -0.80195 -0.82608 -0.221 0.151 0.046 0.072
C -0.59563 -0.16399 1.08893 1.015 0.007 1.189 -0.067
N 1.47425 0.55313 2.25138 -0.246 0.326 -0.157 0.116
H -1.27281 -2.14705 -0.41878 0.355 0.078 -0.102 0.127
H -1.13684 -0.62085 1.90569 -0.033 -0.438 -0.266 0.101
N 1.77444 0.18964 -1.05153 0.594 -0.139 0.160 0.020
H -1.24731 1.73237 -0.42929 -0.006 -0.148 0.151 0.133
H 1.32544 0.34594 -1.95546 0.037 -0.150 0.193 0.072
C 0.67615 0.39428 1.29633 0.092 0.680 -1.812 -0.404
O -1.62817 0.93765 -0.83405 1.145 -0.912 -0.344 0.097
C -1.06325 -0.14064 -0.23189 -1.828 -0.450 -0.587 -0.398
```
Positions in Å, forces in eV/Å.

Computed properties:
- orbital gap (eV) = 8.01

***

No. 9
A molecular structure, C3H7N3O2. Source: the Open Molecules 2025 dataset; level of theory: ωB97M-V with the def2-TZVPD basis set.

```
15
Properties=species:S:1:pos:R:3:forces:R:3:lowdin_charge:R:1
C -0.73688 0.04422 0.47408 3.855 -1.780 -1.566 -0.011
H -0.02898 1.96194 -0.02279 -0.268 -0.223 0.264 0.204
C -1.71835 -0.47724 -0.53352 -1.062 0.606 0.121 -0.141
H -1.58973 1.95361 0.54800 0.265 -0.107 0.128 0.206
N 0.76516 -1.45889 -1.19452 1.007 -1.118 -1.065 0.059
C 0.97264 -0.56847 -0.33470 -4.215 1.909 2.998 -0.126
O 0.99767 -2.07149 -2.14387 -0.135 0.163 0.139 0.340
H 2.96283 -0.29929 -0.23496 -0.078 0.102 0.077 0.160
H -0.31782 1.76548 1.60563 -0.132 -0.091 -0.251 0.203
N 2.08757 -0.17128 0.27543 1.021 -0.117 -0.423 0.194
H 2.20568 -0.28795 1.27852 -0.221 -0.029 -0.057 0.151
O -1.38251 -1.27384 -1.34963 -0.006 -0.205 -0.233 0.174
N -0.66011 1.50261 0.66495 -0.016 0.793 -0.059 0.241
H -2.76027 -0.11465 -0.45016 -0.008 -0.115 -0.076 0.175
H -0.79690 -0.50475 1.41754 -0.005 0.211 0.004 0.171
```
Positions in Å, forces in eV/Å.

Computed properties:
- net charge = +2
- orbital gap (spin up / spin down) (eV) = 7.96 / 7.96

***

No. 10
2 unconnected molecules or ions with the total composition C3H7N3O2S. Source: the Open Molecules 2025 dataset; level of theory: ωB97M-V with the def2-TZVPD basis set.

```
16
Properties=species:S:1:pos:R:3:forces:R:3:lowdin_charge:R:1
C 0.34416 1.18985 0.62578 -0.027 0.277 0.975 -0.040
S 0.13796 -1.86535 -1.92150 -0.047 0.106 -0.092 0.807
N 0.36299 -1.73885 1.13934 1.141 2.031 -2.263 0.072
H -0.65278 1.32371 1.05142 0.133 0.022 -0.085 0.094
C 0.06658 1.42564 -1.80363 -0.038 0.271 -0.664 -0.024
H -0.75920 2.10979 -1.61354 -0.010 -0.012 0.078 0.106
H 0.87110 -2.61364 1.18995 -0.393 -0.219 0.131 0.087
H 0.98209 1.99848 -1.96385 -0.041 -0.014 0.070 0.104
O -1.04909 -2.65336 2.50876 -0.438 -0.496 0.419 0.008
H 0.91818 0.55880 1.30022 -0.074 0.058 -0.074 0.085
N 0.23944 0.54455 -0.66070 0.044 -0.060 0.253 -0.219
H -0.14771 0.84530 -2.69950 0.012 0.022 0.145 0.077
N -0.80139 -1.74856 1.72506 0.240 -0.555 0.334 -0.578
O -1.55630 -0.81406 1.48655 -0.719 0.519 -0.100 -0.025
C 0.21188 -0.71686 -0.86208 0.172 -1.902 0.977 -0.651
H 0.83209 2.15458 0.49772 0.044 -0.047 -0.104 0.095
```
Positions in Å, forces in eV/Å.

Computed properties:
- orbital gap (eV) = 8.14

***

No. 11
A gas-phase ion, C3H7N3P (charge +1). Source: the Open Molecules 2025 dataset; level of theory: ωB97M-V with the def2-TZVPD basis set.

```
14
Properties=species:S:1:pos:R:3:forces:R:3:lowdin_charge:R:1
P -1.54020 -0.12012 1.68618 -0.279 0.366 -0.228 1.016
N 0.42939 -0.18473 -1.33680 -1.084 -1.637 -0.094 0.088
N 0.45204 -0.53591 -0.18836 0.740 1.073 -1.074 0.065
H -1.65257 1.08933 -0.45020 0.093 0.030 -0.148 -0.003
H 1.43943 -2.33693 1.52639 0.125 -0.104 0.081 0.102
H -2.94490 1.53864 0.75065 -0.213 0.058 0.106 0.012
H 1.93633 0.52650 -2.48775 -0.073 -0.030 0.045 0.116
C -0.02128 -0.93006 0.88906 0.487 -2.947 3.937 -0.455
H 1.59473 1.56154 -1.06160 -0.054 -0.127 -0.035 0.104
H 0.48095 1.48487 -2.48100 0.007 -0.123 0.082 0.109
C -2.07759 0.93790 0.53079 0.553 -0.626 0.282 -0.290
C 1.15359 0.91959 -1.83011 1.000 1.214 -0.039 -0.045
N 0.52560 -1.98105 1.74598 -1.324 2.782 -2.923 0.108
H 0.22448 -1.96956 2.70677 0.022 0.072 0.008 0.075
```
Positions in Å, forces in eV/Å.

Computed properties:
- net charge = +1
- orbital gap (eV) = 8.72

***

No. 12
A molecular structure, C3H7N3S. Source: the Open Molecules 2025 dataset; level of theory: ωB97M-V with the def2-TZVPD basis set.

```
14
Properties=species:S:1:pos:R:3:forces:R:3:lowdin_charge:R:1
C -1.41885 -1.10978 -0.63217 0.531 0.138 0.698 -0.102
H 3.42650 1.38586 -0.15427 -0.834 -3.992 0.052 0.018
N 0.90773 1.42777 -0.22295 1.061 -1.316 1.270 0.092
C 0.60671 0.25591 0.16079 -0.751 -0.820 0.834 -0.601
S 3.23086 -0.35778 -0.24698 -1.160 2.503 1.256 0.449
H 0.21104 2.11504 -0.03047 -1.119 0.270 -0.733 0.041
H -1.72073 -2.13830 -0.25214 0.019 1.653 -0.280 0.088
H -1.91570 1.09896 -0.66202 -0.490 0.100 0.098 0.062
N -0.68141 -0.31993 0.41754 -1.876 0.034 -0.723 -0.132
H -2.90636 0.37337 0.84927 2.045 -0.624 -1.799 0.124
H -0.96205 -1.30497 -1.75517 -1.272 1.521 2.843 0.148
N 1.58819 -0.83550 0.51508 1.905 2.457 2.248 -0.387
H 1.69388 -0.87004 1.97816 -0.511 0.500 -5.370 0.254
C -2.05980 0.27938 0.03531 2.450 -2.423 -0.396 -0.054
```
Positions in Å, forces in eV/Å.

Computed properties:
- orbital gap (eV) = 8.84

***

For the records above, the corresponding ΔE to the lowest compared entry with this formula, charge and spin values read 128.5; 83.7; 49.3; 90.8; 113.6; 82.3; 169.7; 130.0; 127.5; 90.0; 64.2; 172.2 kcal/mol.